Entry 1:
# C49H40ClGeN2O2PReS

A molecular structure, C49H40ClGeN2O2PReS (ωB97M-V/def2-TZVPD, the OMol25 dataset).

## Properties
- Largest force on an atom: 3.9 eV/A
- HOMO (alpha / beta): -6.586 / -7.092 eV
- Charge: 0
- Kohn-Sham gap (alpha / beta): 6.2 / 6.3 eV
- Multiplicity: 4
- Lowest unoccupied orbital energy (alpha / beta): -0.366 / -0.748 eV
- DFT total energy: -149826.461 eV
- ΔE to the lowest compared entry with this formula, charge and spin: 28.86 kcal per mole
- Expectation value of S²: 3.860

Structure (XYZ):
```
98
C49H40ClGeN2O2PReS (ωB97M-V/def2-TZVPD)
Re 0.0478 1.3389 -0.4778
C 6.7077 4.9043 1.7509
C 5.6346 4.5132 0.7723
C 5.9583 3.8962 -0.4353
C 4.9668 3.4860 -1.3072
C 3.6373 3.7298 -0.9960
C 3.2956 4.3850 0.1709
C 4.2949 4.7516 1.0597
S 2.4366 3.3499 -2.2532
O 2.2677 4.5863 -2.9725
O 2.8936 2.2009 -2.9841
N 1.0426 2.9402 -1.4922
C -0.1382 3.5898 -1.6892
C -0.4651 4.5855 -2.6275
C -1.7503 5.0744 -2.6289
C -2.7020 4.5823 -1.7273
C -2.3310 3.5716 -0.8776
N -1.0838 3.0846 -0.8576
H 7.3238 4.0459 2.0245
H 6.2708 5.3165 2.6589
H 7.3682 5.6579 1.3187
H 6.9971 3.7271 -0.6933
H 5.2036 2.9828 -2.2357
H 2.2588 4.6135 0.3837
H 4.0238 5.2278 1.9940
H 0.2854 4.9313 -3.3162
H -2.0288 5.8363 -3.3452
H -3.7117 4.9645 -1.7112
H -3.0278 3.1167 -0.1838
Cl 2.6713 1.3240 1.9399
C 3.5796 0.2325 0.9363
C 4.9586 0.2990 1.0092
C 5.7221 -0.5402 0.2158
C 5.1028 -1.4402 -0.6321
C 3.7188 -1.5233 -0.6704
C 2.9220 -0.6978 0.1191
P 1.0074 -0.7616 0.2013
C 0.9982 -1.3123 1.9494
C 1.7790 -2.3931 2.3466
C 1.7752 -2.8066 3.6715
C 1.0214 -2.1244 4.6136
C 0.2435 -1.0418 4.2240
C 0.2207 -0.6486 2.8966
C 0.7454 -2.2218 -0.8547
C 0.9312 -2.0851 -2.2317
C 0.6282 -3.1335 -3.0848
C 0.1219 -4.3205 -2.5744
C -0.0770 -4.4572 -1.2093
C 0.2359 -3.4142 -0.3492
H 5.4247 1.0024 1.6835
H 6.8021 -0.4972 0.2757
H 5.6976 -2.0998 -1.2516
H 3.2438 -2.2532 -1.3139
H 2.3861 -2.9137 1.6156
H 2.3670 -3.6620 3.9721
H 1.0436 -2.4282 5.6525
H -0.3487 -0.5065 4.9560
H -0.3924 0.1844 2.5742
H 1.3144 -1.1482 -2.6233
H 0.7779 -3.0204 -4.1511
H -0.1276 -5.1390 -3.2374
H -0.4798 -5.3768 -0.8038
H 0.0754 -3.5269 0.7129
C -0.8881 -0.2151 0.1674
Ge -2.5943 -1.1347 0.1752
C -2.6858 -2.8955 1.0670
C -3.2810 -3.9761 0.4204
C -3.4120 -5.2017 1.0580
C -2.9366 -5.3674 2.3507
C -2.3284 -4.3034 3.0007
C -2.2084 -3.0761 2.3648
C -3.9639 0.0325 0.9948
C -4.6443 0.9288 0.1713
C -5.6586 1.7291 0.6768
C -6.0097 1.6347 2.0166
C -5.3431 0.7438 2.8449
C -4.3241 -0.0504 2.3369
C -3.1645 -1.3249 -1.7018
C -2.3459 -0.9320 -2.7553
C -2.7724 -1.0586 -4.0702
C -4.0302 -1.5736 -4.3452
C -4.8660 -1.9526 -3.3031
C -4.4353 -1.8240 -1.9914
H -3.6304 -3.8667 -0.5983
H -3.8885 -6.0263 0.5420
H -3.0420 -6.3232 2.8482
H -1.9466 -4.4285 4.0068
H -1.7260 -2.2512 2.8769
H -4.3821 0.9787 -0.8804
H -6.1861 2.4096 0.0191
H -6.8077 2.2513 2.4107
H -5.6330 0.6554 3.8846
H -3.8111 -0.7520 2.9857
H -1.3726 -0.5112 -2.5285
H -2.1280 -0.7517 -4.8852
H -4.3667 -1.6697 -5.3698
H -5.8546 -2.3415 -3.5139
H -5.0986 -2.0948 -1.1764
```

Mulliken atomic charge list, values in e, 6 entries: 0.7805 -1.4861 0.9802 -0.7488 -0.4499 0.2682

***

Entry 2:
# C49H42AsFNP2S5SiTc

A molecular structure, C49H42AsFNP2S5SiTc (ωB97M-V/def2-TZVPD, the OMol25 dataset).

## Properties
- Largest force on an atom: 3.2 eV/A
- HOMO (alpha / beta): -4.297 / -4.314 eV
- Charge: -1
- Kohn-Sham gap (alpha / beta): 6.4 / 6.3 eV
- Multiplicity: 4
- Lowest unoccupied orbital energy (alpha / beta): 2.070 / 1.947 eV
- DFT total energy: -199373.750 eV
- ΔE to the lowest compared entry with this formula, charge and spin: 10.39 kcal per mole
- Expectation value of S²: 3.783

Structure (XYZ):
```
103
C49H42AsFNP2S5SiTc (ωB97M-V/def2-TZVPD)
Tc -1.0994 -0.4297 0.7863
C 2.2735 -1.7322 1.8327
Si 1.2233 -0.1302 1.8109
C 0.9821 0.2909 3.6448
C 1.9534 0.0489 4.6238
C 1.6319 0.1654 5.9892
C 0.3850 0.6571 6.3469
C -0.5836 1.0267 5.3375
C -0.2887 0.8212 4.0219
P -1.3375 1.3014 2.6401
C -0.3454 2.8381 2.1020
C -0.5405 3.3409 0.8578
C -0.0924 4.6302 0.5464
C 0.6626 5.3413 1.4262
C 0.8702 4.8163 2.6990
C 0.4305 3.5575 3.0252
C -2.6961 2.4560 3.0601
C -3.9731 2.2093 2.5239
C -4.9839 3.1939 2.7122
C -4.7402 4.3264 3.4421
C -3.4753 4.4780 4.0902
C -2.4611 3.5356 3.9099
C 2.4617 1.2165 1.0411
C 3.0219 2.1607 1.8279
C 3.8288 3.2583 1.2974
C 4.1951 3.2425 -0.0317
C 3.6248 2.2166 -0.8908
C 2.8400 1.2430 -0.3430
P 2.0291 -0.0045 -1.3760
C 1.1559 0.8525 -2.7445
C 0.6881 0.0899 -3.8064
C -0.3009 0.6240 -4.6450
C -0.7265 1.9144 -4.5099
C -0.2474 2.7601 -3.5127
C 0.7469 2.2376 -2.6605
C 3.4833 -0.7479 -2.2028
C 4.0564 -1.7831 -1.4688
C 5.0174 -2.6465 -1.9694
C 5.3701 -2.5680 -3.3246
C 4.7197 -1.6044 -4.1257
C 3.7953 -0.6883 -3.5984
H 1.8382 -2.5031 1.1414
H 2.1730 -2.1824 2.8771
H 3.3481 -1.6180 1.6370
H 2.9383 -0.2587 4.3274
H 2.3624 -0.0601 6.7647
H 0.1614 0.8601 7.4107
H -1.4959 1.4829 5.6371
H -1.1124 2.7963 0.1379
H -0.4313 5.0196 -0.3787
H 0.9292 6.3992 1.2836
H 1.4624 5.3394 3.4450
H 0.6875 3.1742 4.0304
H -4.3565 1.4193 1.9022
H -6.0156 3.1893 2.2247
H -5.4618 5.1212 3.5784
H -3.3589 5.3722 4.7259
H -1.4598 3.6665 4.3952
H 2.8402 2.1972 2.9119
H 4.1130 4.0590 1.9629
H 4.6844 4.0911 -0.5114
H 3.7947 2.2310 -1.9636
H 0.8290 -0.9696 -3.8816
H -0.7769 0.0123 -5.4355
H -1.4474 2.2488 -5.2453
H -0.6032 3.8050 -3.3851
H 1.0575 2.7615 -1.7161
H 3.7951 -1.8769 -0.3884
H 5.3480 -3.5016 -1.4019
H 6.0526 -3.3778 -3.7851
H 5.0113 -1.5374 -5.1566
H 3.3073 -0.0051 -4.3034
S -4.1276 -3.9793 2.7554
As -3.1630 -2.1012 2.6806
S -0.9646 -2.4184 2.1993
S -3.5438 -0.9446 0.8746
S -3.4634 -0.7607 4.2404
F -1.0345 0.9924 -0.5464
N -0.8920 -1.6417 -0.9330
S -1.1661 -3.2273 -1.0059
C -2.8869 -3.6218 -1.3018
C -3.3755 -4.7799 -0.7265
C -4.6923 -5.1386 -0.9736
C -5.4794 -4.3485 -1.8172
C -4.9104 -3.1702 -2.4637
C -3.6272 -2.8072 -2.1352
C -0.3311 -3.7091 -2.6556
C -1.0456 -4.5372 -3.4920
C -0.5426 -4.8412 -4.7225
C 0.7642 -4.4701 -5.0703
C 1.5184 -3.8093 -4.1080
C 1.0262 -3.4977 -2.8673
H -1.0943 -1.2135 -1.8531
H -2.8354 -5.3427 -0.0188
H -5.0949 -6.0189 -0.4540
H -6.4740 -4.6615 -2.0407
H -5.4457 -2.5042 -3.1749
H -3.0315 -1.9492 -2.4951
H -2.0520 -4.7917 -3.2638
H -1.2119 -5.4004 -5.4037
H 1.2416 -4.7068 -6.0057
H 2.5141 -3.5488 -4.2936
H 1.6520 -2.9228 -2.1541
```

Mulliken atomic charge list, values in e, 6 entries: -0.3980 -1.4554 2.1901 -0.1593 -0.0737 -0.9705

***

Entry 3:
# C49H42N7OS2Sc

A molecular structure, C49H42N7OS2Sc (ωB97M-V/def2-TZVPD, the OMol25 dataset).

## Properties
- Largest force on an atom: 0.2 eV/A
- HOMO: -7.411 eV
- Charge: 0
- Kohn-Sham gap: 7.2 eV
- Multiplicity: 1
- Lowest unoccupied orbital energy: -0.166 eV
- DFT total energy: -106349.754 eV
- ΔE to the lowest compared entry with this formula, charge and spin: 0.00 kcal per mole

Structure (XYZ):
```
102
C49H42N7OS2Sc (ωB97M-V/def2-TZVPD)
Sc -0.3489 -0.6391 -0.0633
C -0.8097 -0.2983 4.4657
C 0.2665 -1.0271 4.9580
C 1.1190 -1.6643 4.0725
C 0.8826 -1.5834 2.6977
C -0.1923 -0.8568 2.1681
C -1.0162 -0.2099 3.0948
C 1.7197 -2.3489 1.7447
C 2.9645 -2.9184 2.1382
C 3.5941 -3.8003 1.3227
C 2.9921 -4.1711 0.0970
C 3.5036 -5.1981 -0.7260
C 2.8519 -5.5565 -1.8717
C 1.6760 -4.8769 -2.2475
C 1.1796 -3.8556 -1.4859
C 1.8206 -3.4836 -0.2815
N 1.2313 -2.5407 0.5277
H -1.4812 0.2021 5.1560
H 0.4378 -1.1008 6.0248
H 1.9445 -2.2411 4.4709
H -1.8548 0.3835 2.7385
H 3.3953 -2.6405 3.0881
H 4.5381 -4.2494 1.6099
H 4.4120 -5.7044 -0.4211
H 3.2372 -6.3536 -2.4940
H 1.1669 -5.1527 -3.1627
H 0.2952 -3.3076 -1.7872
C -1.6703 3.4563 2.9526
C -0.2870 4.0865 3.0077
N 0.7768 3.0896 3.0909
C 1.1938 2.6893 4.4294
C 2.2985 3.5815 4.9744
C 1.3626 2.6003 1.9916
S 2.6753 1.5396 2.0542
N 0.9461 3.1478 0.8053
C 0.2170 2.5409 -0.0620
O -0.3856 1.4069 0.1024
C 0.0880 3.1841 -1.4134
C 0.6368 4.4434 -1.6509
C 0.5514 5.0148 -2.9085
C -0.0680 4.3287 -3.9477
C -0.6050 3.0713 -3.7216
C -0.5326 2.5031 -2.4568
H -2.4424 4.2272 2.9239
H -1.8457 2.8267 3.8270
H -1.7668 2.8309 2.0650
H -0.1947 4.7299 3.8853
H -0.1125 4.7002 2.1257
H 1.5200 1.6528 4.3868
H 0.3069 2.7317 5.0660
H 3.1816 3.5041 4.3409
H 2.5693 3.2735 5.9854
H 1.9841 4.6266 5.0113
H 1.1341 4.9545 -0.8378
H 0.9777 5.9942 -3.0845
H -0.1234 4.7735 -4.9333
H -1.0765 2.5210 -4.5258
H -0.9502 1.5192 -2.2881
N -4.8885 -0.8515 0.1613
C -4.9452 0.5189 -0.0099
C -6.0232 1.3902 -0.1058
C -5.7215 2.7256 -0.2770
C -4.3921 3.1666 -0.3466
C -3.3290 2.2927 -0.2484
C -3.6107 0.9371 -0.0794
N -2.7718 -0.1741 0.0433
C -3.5776 -1.1956 0.1852
C -3.0927 -2.5529 0.3537
C -3.8100 -3.6734 0.6325
S -2.7485 -4.9981 0.7904
C -1.4249 -3.9679 0.4738
N -1.7354 -2.7263 0.2568
H -5.6673 -1.4808 0.2335
H -7.0458 1.0412 -0.0496
H -6.5248 3.4458 -0.3588
H -4.1933 4.2213 -0.4838
H -2.3127 2.6379 -0.3067
H -4.8731 -3.7808 0.7677
H -0.4148 -4.3423 0.4659
N 1.6918 0.1400 -0.8734
C 2.5366 -0.6728 -1.6754
C 3.8304 -0.9460 -1.2537
C 4.6580 -1.7445 -2.0256
C 4.1918 -2.2512 -3.2298
C 2.8987 -1.9678 -3.6406
C 2.0355 -1.1873 -2.8728
C 0.6209 -0.9717 -3.3081
C 0.4122 -0.7565 -4.6734
C -0.8664 -0.6523 -5.1973
C -1.9509 -0.7799 -4.3453
C -1.7320 -0.9667 -2.9838
C -0.4605 -1.0469 -2.3916
H 2.1976 0.5997 -0.1058
H 1.2810 0.8628 -1.4599
H 4.1794 -0.5196 -0.3197
H 5.6639 -1.9634 -1.6899
H 4.8269 -2.8798 -3.8408
H 2.5260 -2.4006 -4.5612
H 1.2661 -0.6552 -5.3342
H -1.0097 -0.4768 -6.2565
H -2.9617 -0.7190 -4.7337
H -2.6174 -1.0344 -2.3561
```

Mulliken atomic charge list, values in e, 6 entries: -3.0327 -0.9813 -1.1150 -0.8775 0.4216 1.4998

***

Entry 4:
# C49H44Cl2FINOPRuSb2

A molecular structure, C49H44Cl2FINOPRuSb2 (ωB97M-V/def2-TZVPD, the OMol25 dataset).

## Properties
- Largest force on an atom: 1.4 eV/A
- HOMO (alpha / beta): -9.759 / -9.744 eV
- Charge: +1
- Kohn-Sham gap (alpha / beta): 5.6 / 5.5 eV
- Multiplicity: 2
- Lowest unoccupied orbital energy (alpha / beta): -4.144 / -4.266 eV
- DFT total energy: -115864.747 eV
- ΔE to the lowest compared entry with this formula, charge and spin: 110.43 kcal per mole
- Expectation value of S²: 0.822

Structure (XYZ):
```
103
C49H44Cl2FINOPRuSb2 (ωB97M-V/def2-TZVPD)
Ru 1.2327 -0.0738 0.3220
I -0.7179 -1.1694 2.0470
C 0.2407 -2.1565 3.5950
C -0.5985 -3.0737 4.1712
C -0.1680 -3.8758 5.2471
C 1.1090 -3.7510 5.6965
C 1.9930 -2.8095 5.1156
C 3.3096 -2.6986 5.6329
C 4.1800 -1.7712 5.1537
C 3.7575 -0.9051 4.1280
C 2.4968 -0.9862 3.5659
P 2.1746 0.2004 2.2800
C 3.1748 1.6430 2.6419
C 4.3069 2.0014 1.9116
C 4.9745 3.1821 2.2093
C 4.5111 4.0093 3.2228
C 3.3824 3.6569 3.9514
C 2.7177 2.4744 3.6681
C 1.2036 -2.1456 -0.1538
C 0.9812 -2.4759 -1.4892
C 1.3269 -3.7421 -1.9595
C 1.8807 -4.6874 -1.1121
C 2.0639 -4.3742 0.2269
C 1.7267 -3.1117 0.7031
C 1.5720 -1.9713 4.0512
H -1.6070 -3.1995 3.7980
H -0.8520 -4.5839 5.6937
H 1.4716 -4.3633 6.5121
H 3.6018 -3.3671 6.4333
H 5.1808 -1.6849 5.5528
H 4.4494 -0.1514 3.7737
H 4.6691 1.3764 1.1058
H 5.8547 3.4567 1.6432
H 5.0305 4.9313 3.4477
H 3.0122 4.3075 4.7321
H 1.8299 2.2138 4.2311
H 0.5559 -1.7631 -2.1741
H 1.1606 -3.9816 -3.0029
H 2.1555 -5.6636 -1.4881
H 2.4727 -5.1127 0.9064
H 1.8604 -2.9060 1.7583
C -5.3301 -1.0266 2.6837
Sb -4.1277 -0.0733 1.2004
C -4.5486 1.9143 1.8431
C -5.5536 -0.1226 -0.3734
C -5.4225 1.1002 -1.2451
C -6.3577 2.1249 -1.0960
C -6.3051 3.2797 -1.8589
C -5.3041 3.4132 -2.8104
C -4.3778 2.3940 -2.9638
C -4.4042 1.2393 -2.1823
C -3.3479 0.1759 -2.4580
Sb -1.3001 0.4632 -1.7552
C -0.5337 -0.1532 -3.6390
C -1.2607 2.5692 -1.9410
H -6.3560 -0.6663 2.6118
H -4.9399 -0.7862 3.6727
H -5.3187 -2.1080 2.5567
H -5.6266 2.0562 1.9181
H -4.1507 2.6294 1.1238
H -4.0935 2.0896 2.8180
H -6.5327 -0.1486 0.1051
H -5.4144 -1.0490 -0.9295
H -7.1552 2.0010 -0.3723
H -7.0495 4.0532 -1.7264
H -5.2502 4.2937 -3.4364
H -3.6095 2.4894 -3.7226
H -3.1715 0.1562 -3.5347
H -3.6513 -0.8238 -2.1515
H -0.7390 0.6335 -4.3651
H -1.0582 -1.0638 -3.9294
H 0.5373 -0.3418 -3.6141
H -1.2483 2.8465 -2.9946
H -0.3691 2.9521 -1.4502
H -2.1513 2.9739 -1.4658
Cl 1.9388 2.8984 -3.7092
C 3.0627 1.7867 -3.0041
C 4.3747 1.7031 -3.5339
C 5.3039 0.8653 -2.9921
Cl 6.8951 0.7786 -3.6769
C 4.9812 0.0724 -1.8561
C 5.8542 -0.7985 -1.1756
C 5.4069 -1.4727 -0.0708
C 4.0912 -1.2736 0.3731
N 3.2534 -0.4601 -0.2400
C 3.6759 0.1849 -1.3641
C 2.6898 0.9966 -1.9527
O 1.4937 0.8951 -1.4259
H 4.6303 2.3208 -4.3835
H 6.8671 -0.9264 -1.5338
H 6.0455 -2.1558 0.4698
H 3.7232 -1.8004 1.2421
F -0.7730 5.7837 1.3882
C -0.3799 4.5064 1.2138
C 0.8833 4.2601 0.7210
C 1.2880 2.9411 0.5534
C 0.4460 1.8710 0.8614
C -0.8313 2.1720 1.3348
C -1.2527 3.4864 1.5203
H 1.5351 5.0868 0.4701
H 2.2761 2.7701 0.1454
H -1.5386 1.3856 1.5633
H -2.2462 3.7177 1.8821
```

Mulliken atomic charge list, values in e, 6 entries: -0.8460 0.3661 0.4678 -0.9640 -0.9535 -0.8920